# 1
Computed, not measured: a structure of composition C7H9P at a distorted geometry, with the ωB97M-V functional and the def2-TZVPD basis.

Element x y z (Å)
C  1.89608  -0.82959  0.97281
C  0.72063  -0.83636  0.62157
C  -1.95509  1.46691  -0.56908
C  -1.89546  0.49896  -1.46625
C  -1.39000  1.37431  0.77352
C  -1.43577  -0.86416  -1.13753
C  3.35202  -0.90505  1.06373
P  -1.00890  -0.99387  0.69243
H  -2.34998  2.41676  -0.95322
H  -2.06427  0.60753  -2.48217
H  -0.47518  1.96341  0.67156
H  -1.89612  1.83520  1.55206
H  -2.21336  -1.54408  -1.29623
H  -0.56031  -1.25320  -1.76161
H  3.88777  -0.13237  1.51383
H  3.62111  -1.70108  1.64606
H  3.76681  -1.10333  0.15852

Output
Orbital gap (eV): 8.88
Multiplicity: 1

# 2
Computed, not measured: a structure of composition C26H40N3O3SW at a distorted geometry, with the ωB97M-V functional and the def2-TZVPD basis.

Element x y z (Å)
W  -0.02350  -0.22108  -0.14614
C  2.21911  -0.50707  2.43653
O  1.69358  0.17494  1.26416
C  1.76718  1.62165  1.37088
C  0.47650  2.08976  1.99602
O  -0.53072  1.24502  1.37730
C  -1.91024  1.64875  1.54911
C  -2.72144  0.38740  1.41142
O  -2.22598  -0.34324  0.25415
C  -3.28386  -0.95888  -0.53780
H  3.14721  -0.01824  2.72361
H  2.45445  -1.52893  2.15697
H  1.50663  -0.47004  3.26124
H  1.87788  1.99629  0.35453
H  2.63927  1.91112  1.95401
H  0.27788  3.13687  1.76548
H  0.43039  1.93212  3.07382
H  -2.14643  2.39300  0.79053
H  -2.03891  2.07707  2.54351
H  -3.77241  0.63357  1.26156
H  -2.63684  -0.25844  2.28739
H  -4.07738  -0.23298  -0.70019
H  -3.68088  -1.82562  -0.01249
H  -2.85758  -1.23526  -1.49528
C  3.87080  -4.03368  0.85795
C  4.96294  -3.49500  -0.06625
C  5.32198  -4.59230  -1.08085
C  6.19587  -3.14815  0.78288
C  4.51481  -2.24809  -0.82290
C  5.40347  -1.64366  -1.73927
C  5.06450  -0.54277  -2.49125
C  3.78993  -0.00325  -2.31975
S  3.02910  1.29781  -3.19062
C  1.61242  1.07734  -2.28955
N  1.68349  0.13232  -1.35898
C  2.91136  -0.54543  -1.38901
C  3.26499  -1.67602  -0.64850
C  0.32468  1.72293  -2.45700
C  0.10345  2.75236  -3.36117
C  -1.17105  3.28142  -3.48835
C  -2.19935  2.77360  -2.70841
C  -1.96250  1.75391  -1.79079
C  -0.69268  1.18938  -1.62576
H  4.22841  -4.93422  1.35530
H  2.96772  -4.30995  0.30419
H  3.61537  -3.31837  1.64728
H  5.64245  -5.49004  -0.55203
H  6.13858  -4.29135  -1.73585
H  4.46487  -4.85288  -1.70539
H  6.52948  -4.03276  1.32557
H  5.97037  -2.36678  1.51206
H  7.02937  -2.80692  0.16982
H  6.38817  -2.06922  -1.87501
H  5.76201  -0.12204  -3.20314
H  2.55849  -2.10816  0.04898
H  0.91421  3.13609  -3.96941
H  -1.36230  4.07827  -4.19399
H  -3.19977  3.17280  -2.81395
H  -2.80941  1.40834  -1.21911
N  -0.20791  -1.99312  1.31327
C  -0.98241  -3.23104  0.96702
C  -0.42701  -3.91165  -0.26944
C  -0.72171  -3.18574  -1.56773
N  -0.00427  -1.87170  -1.66924
H  0.72446  -2.31166  1.57477
H  -0.59267  -1.62521  2.18390
H  -2.02380  -2.94957  0.82554
H  -0.94014  -3.90725  1.82063
H  -0.87609  -4.90364  -0.33729
H  0.64961  -4.08140  -0.15767
H  -1.78956  -3.00789  -1.67202
H  -0.41417  -3.79646  -2.41631
H  -0.28085  -1.42645  -2.54580
H  0.98518  -2.09025  -1.80518

Output
Charge: +3
Orbital gap (spin up / spin down) (eV): 5.68 / 5.66
Multiplicity: 1

> multiplicity of number 2 (C26H40N3O3SW)?

1

> Which value of multiplicity does entry 1 give?

1